This record from OMol25 describes a molecular structure, C48H78F30N11O22S10. The level of theory is wB97M-V/def2-TZVPD.

Structure (XYZ):
```
199
Properties=species:S:1:pos:R:3:forces:R:3
C -16.31669 -8.17936 -9.39273 -1.432 0.709 -1.128
C -17.43073 -7.06964 -9.38490 0.369 -0.550 0.568
C -17.91705 -6.44825 -10.74104 0.989 0.062 -0.529
O -16.81831 -6.34662 -11.63721 1.228 0.573 -0.841
C -17.11509 -5.84779 -12.98210 -0.971 -0.781 0.536
N -18.64964 -7.57362 -8.59419 0.821 -0.275 -0.835
H -19.44374 -6.95001 -8.61919 -0.260 0.137 0.088
H -18.93499 -8.52876 -8.75661 -0.478 -0.577 -1.520
H -18.38721 -7.79362 -7.64401 0.452 0.705 1.583
H -16.68826 -8.96600 -10.04940 0.192 -0.355 0.090
H -16.08481 -8.57734 -8.40483 -0.165 0.154 0.001
H -15.43012 -7.76225 -9.87036 -0.031 0.026 0.157
H -17.06696 -6.30162 -8.70232 0.006 0.420 -0.353
H -18.24619 -5.42637 -10.55252 -0.514 0.051 0.237
H -18.69186 -7.01542 -11.25685 -0.355 -0.339 0.445
H -17.57001 -6.67232 -13.53101 -0.584 0.091 0.039
H -16.31116 -5.55316 -13.65663 1.037 -0.211 1.104
H -17.74494 -4.95820 -12.97812 -0.412 -0.145 0.337
C -13.78681 -13.21471 -6.74870 -0.627 0.198 -0.667
C -13.75993 -13.28281 -8.30100 1.188 0.375 1.511
C -14.62705 -12.26221 -8.96348 0.030 0.950 -1.263
O -14.50332 -12.52271 -10.35152 1.459 -3.170 0.523
C -15.11272 -11.65799 -11.18496 -0.618 2.020 -0.499
N -12.28312 -12.99098 -8.76386 -1.932 -0.886 -0.346
H -11.81688 -12.31132 -8.18009 0.140 0.716 0.407
H -11.70121 -13.81274 -8.84261 0.440 -1.298 0.653
H -12.27520 -12.69265 -9.72876 -0.405 0.618 -0.310
H -14.81415 -13.13555 -6.39316 -0.195 0.137 -0.236
H -13.30570 -12.29145 -6.42586 0.266 -0.200 0.218
H -13.41956 -14.09334 -6.21838 0.584 0.181 -0.350
H -14.09808 -14.25117 -8.66985 0.579 -0.099 -0.107
H -14.30215 -11.22373 -8.89943 0.319 0.244 0.944
H -15.66038 -12.26191 -8.61658 -0.130 -0.429 0.059
H -14.79526 -11.69892 -12.22690 -0.041 -0.904 0.060
H -14.71870 -10.68784 -10.88220 -0.924 0.850 -0.025
H -16.19239 -11.78919 -11.11278 -0.273 0.562 -0.275
C -13.27687 -12.01888 -14.50744 1.921 0.947 0.250
C -12.46539 -10.65183 -14.42212 -1.683 -0.148 -0.884
C -12.27415 -9.98294 -15.87267 -0.120 -1.503 2.873
N -11.20979 -8.93824 -15.83994 0.451 1.431 0.146
C -9.77345 -9.60773 -15.61262 -0.808 -0.398 -0.816
C -8.56001 -8.74233 -15.95032 -1.281 2.257 -0.487
C -8.84172 -7.80697 -17.23853 0.545 -1.040 0.103
C -10.28445 -7.25503 -17.42158 1.650 1.118 -0.112
C -11.35049 -8.20853 -17.19137 -0.302 -1.981 0.792
C -11.42455 -7.86855 -14.74751 0.162 -1.287 0.521
H -12.64306 -12.65429 -15.12601 -0.773 -0.427 -0.394
H -14.31321 -11.85419 -14.80236 0.247 -0.132 -0.527
H -13.32417 -12.50659 -13.53379 0.179 0.193 0.075
H -11.50264 -10.70584 -13.91389 -0.144 -0.485 -0.054
H -13.12998 -10.06536 -13.78771 0.319 0.707 -0.096
H -13.21619 -9.55908 -16.22053 0.185 0.107 -0.041
H -11.93755 -10.77951 -16.53620 -0.042 0.225 -0.230
H -9.78657 -10.50547 -16.23069 -0.209 0.053 -0.136
H -9.77227 -9.94694 -14.57675 -0.009 0.237 -0.100
H -7.62961 -9.28716 -16.11030 -0.424 -0.438 -0.082
H -8.37148 -8.15209 -15.05356 0.124 0.402 -0.142
H -8.50323 -8.40696 -18.08323 -0.722 -0.417 -0.303
H -8.09721 -7.01931 -17.35423 -0.196 0.352 0.767
H -10.52895 -6.93204 -18.43351 0.788 0.279 -0.268
H -10.41240 -6.36225 -16.80948 -0.003 0.014 0.111
H -11.34712 -8.99424 -17.94685 0.154 -0.180 0.019
H -12.33495 -7.74601 -17.26205 -0.035 -0.058 0.490
H -12.41026 -7.40881 -14.81899 0.307 0.310 -0.678
H -10.55161 -7.21687 -14.70997 -0.444 0.249 -0.461
H -11.45949 -8.31707 -13.75469 0.205 -0.538 -0.187
C -16.60068 -15.35662 -10.42836 -0.585 -0.668 0.155
C -17.75581 -16.12684 -9.70750 0.748 0.071 -0.237
C -19.07428 -15.39448 -9.88108 0.097 -0.351 0.487
N -20.28072 -16.03346 -9.15255 1.086 1.056 0.462
C -21.53872 -15.21851 -9.57864 0.113 -1.677 1.029
C -22.82723 -16.03049 -9.16348 0.602 1.101 -0.236
C -22.85570 -17.49610 -9.58066 1.048 -0.686 0.253
C -21.56638 -18.22347 -9.01592 -1.000 1.591 -1.165
C -20.32674 -17.50625 -9.55014 -0.406 -0.254 1.022
C -20.01036 -15.85800 -7.61722 -0.405 -0.839 -1.059
H -16.66628 -15.42876 -11.51400 -0.050 0.170 0.035
H -15.64913 -15.77908 -10.10559 -0.046 -0.028 -0.131
H -16.60538 -14.30901 -10.12741 -0.091 0.063 -0.112
H -17.37138 -16.23035 -8.69280 -0.641 0.152 0.396
H -17.89982 -17.14720 -10.06280 0.539 0.059 -0.339
H -19.34382 -15.41133 -10.93709 0.031 0.418 -0.028
H -18.95652 -14.38477 -9.48773 -0.415 0.116 -0.324
H -21.47156 -14.95947 -10.63528 0.020 -0.732 -0.214
H -21.43639 -14.24070 -9.10798 -0.167 -0.191 0.480
H -23.62460 -15.42675 -9.59683 -0.331 -0.333 -0.040
H -22.99734 -16.01904 -8.08689 0.270 0.382 0.133
H -22.92378 -17.56935 -10.66607 0.101 -0.236 -0.056
H -23.70563 -18.01422 -9.13650 -0.236 0.275 -0.176
H -21.48683 -19.27434 -9.29421 -0.220 0.064 -0.007
H -21.62832 -18.14253 -7.93069 0.249 -0.175 0.086
H -20.21024 -17.58023 -10.63137 -0.293 0.229 -0.037
H -19.48426 -18.03928 -9.10946 0.281 0.569 -0.002
H -19.55621 -14.89279 -7.39317 -0.178 -0.048 -0.398
H -19.32051 -16.65550 -7.34120 -0.050 0.146 0.039
H -20.93838 -15.97805 -7.05822 0.061 0.035 -0.200
C -14.52169 -9.71417 -4.47160 -0.047 0.248 -0.431
N -14.52536 -8.32386 -5.08202 -0.022 0.145 1.836
C -14.80257 -7.24676 -4.26991 -0.456 -0.058 -0.172
C -14.79634 -5.95011 -4.73946 1.572 -0.826 -0.819
C -14.38724 -5.75668 -6.08305 0.853 2.888 1.057
C -14.02850 -6.84351 -6.83008 -1.126 -0.359 -1.302
C -14.13072 -8.12149 -6.32286 -0.035 0.021 -0.875
C -14.12836 -4.32499 -6.55476 -0.388 -2.090 1.473
C -14.50921 -3.93304 -7.83629 -0.647 -1.417 -0.355
C -14.57398 -2.66133 -8.23429 0.311 0.636 -0.610
N -14.07255 -1.65877 -7.43437 1.254 -0.771 1.064
C -13.58368 -2.00617 -6.17687 -0.063 -1.474 0.667
C -13.63984 -3.33231 -5.68518 -0.313 2.359 -1.140
C -14.15833 -0.29817 -7.94194 -0.638 -1.001 0.392
H -15.54593 -10.01300 -4.24860 0.214 0.261 0.352
H -13.84562 -9.71458 -3.61658 -0.313 -0.034 0.085
H -14.11730 -10.43056 -5.18669 -0.044 0.351 -0.044
H -15.09265 -7.48368 -3.25694 0.103 -0.189 0.016
H -14.80517 -5.05210 -4.13952 -0.751 -0.393 0.513
H -13.88726 -6.64031 -7.88134 0.803 -0.573 -0.078
H -13.92359 -9.01299 -6.89621 0.213 0.033 -0.077
H -14.85945 -4.77880 -8.40936 -0.223 0.410 -0.794
H -14.92275 -2.30926 -9.19387 -0.098 -0.342 -0.094
H -13.12632 -1.18065 -5.65176 -0.054 -0.124 0.261
H -13.34171 -3.59176 -4.68010 0.303 0.349 -0.012
H -13.42064 0.41809 -7.58018 0.118 -0.436 0.140
H -15.15582 -0.03436 -7.59050 -0.098 1.047 -0.726
H -14.05956 -0.46644 -9.01434 -0.284 0.927 -0.033
C -9.82574 -11.63626 -5.75831 -1.905 -1.169 1.513
F -10.69605 -12.67026 -6.01443 0.363 1.215 -0.204
F -9.56932 -11.73687 -4.42464 0.106 0.754 -1.688
F -8.77979 -11.82356 -6.48467 1.134 0.135 -0.338
S -10.63756 -9.95658 -6.17637 1.369 1.406 1.389
O -11.69797 -9.80349 -5.18116 0.953 -0.273 -1.708
O -9.51882 -8.92138 -6.12051 -3.306 -3.354 -0.772
N -11.30634 -10.36758 -7.75913 2.233 2.500 1.285
S -10.72408 -9.11417 -8.68819 -0.890 1.569 0.291
O -11.22854 -7.79149 -8.22418 0.453 -2.368 -1.199
O -9.32461 -9.13830 -9.09584 -1.944 -0.551 -0.071
C -11.84626 -9.51651 -10.27987 0.539 0.288 2.139
F -13.16877 -9.23557 -10.05359 1.358 0.287 -0.426
F -11.34993 -8.83764 -11.29906 -0.397 1.014 -0.532
F -11.77754 -10.77864 -10.64251 -0.111 -1.153 -0.066
C -15.00994 -15.21832 -3.76929 0.935 1.729 1.555
F -15.61323 -15.03566 -4.95524 0.476 -0.618 0.229
F -15.56891 -16.21540 -3.09719 -0.276 -0.029 -0.410
F -13.68598 -15.52206 -3.89006 -1.835 0.285 -0.512
S -15.31147 -13.52650 -2.68912 0.821 1.131 -0.900
O -15.25341 -12.34358 -3.60048 0.415 -2.749 1.265
O -16.59204 -13.67962 -2.08477 -0.226 -0.925 0.548
N -14.05771 -13.63220 -1.55119 -1.349 0.011 -3.131
S -12.89776 -12.84411 -2.35407 2.507 2.924 1.409
O -12.53944 -13.17307 -3.72407 -0.437 -0.319 0.912
O -13.00971 -11.41120 -2.06067 0.359 -1.146 -0.307
C -11.26535 -13.34592 -1.39684 -1.689 0.123 0.414
F -11.37096 -13.25307 -0.00635 0.315 0.049 -2.208
F -10.97185 -14.57725 -1.73386 -0.036 -1.274 0.385
F -10.26711 -12.61667 -1.86126 -0.089 0.823 0.597
C -21.71314 -11.74359 -11.55921 1.695 0.203 -1.063
F -22.09501 -12.88865 -12.16371 0.422 0.615 1.025
F -22.43839 -10.77381 -12.04019 -0.633 0.804 -0.514
F -21.90157 -11.76950 -10.24552 0.122 -0.687 0.159
S -19.79951 -11.33536 -11.95229 0.060 1.552 0.076
O -19.53955 -9.88796 -11.61448 -1.132 -3.369 -1.083
O -19.05861 -12.31348 -11.15578 -0.892 1.150 -0.569
N -19.78601 -11.63162 -13.63472 -0.692 2.474 3.202
S -18.98395 -12.93120 -13.80229 3.600 -4.089 -0.772
O -17.50717 -12.81723 -13.59327 -2.633 -0.063 -0.371
O -19.64598 -14.08789 -13.18583 0.658 0.620 -0.798
C -19.06422 -13.25077 -15.71309 -0.748 0.786 2.878
F -18.48363 -12.17967 -16.26238 0.066 -0.938 -0.749
F -18.44799 -14.41799 -15.96303 -0.480 1.290 -0.408
F -20.36077 -13.29108 -16.05585 0.759 -0.321 -0.560
C -9.32761 -13.64698 -10.82354 1.244 -2.040 2.692
F -10.47688 -13.85276 -11.44020 0.180 0.768 -1.182
F -8.24344 -13.56274 -11.60559 -1.273 0.482 -0.191
F -9.42168 -12.58185 -10.02211 -0.166 0.562 -0.803
S -9.04881 -15.12486 -9.62142 2.562 2.028 1.163
O -8.27106 -16.08771 -10.37571 -1.488 0.814 0.163
O -8.36561 -14.62912 -8.43202 -1.332 0.031 -1.400
N -10.71712 -15.33174 -9.25395 2.267 4.415 -0.859
S -10.73492 -16.80774 -9.26956 -1.702 -7.951 1.135
O -10.55128 -17.43166 -10.53706 -1.046 -0.153 -1.452
O -9.91197 -17.42887 -8.26384 -0.457 0.372 0.690
C -12.55382 -17.23944 -8.76722 2.765 -0.040 0.897
F -12.64268 -18.59692 -8.70274 -0.488 1.614 -0.181
F -12.74166 -16.72127 -7.51682 -0.654 -0.477 -1.070
F -13.42835 -16.72407 -9.62654 -0.465 -0.300 0.292
C -19.09057 -11.27861 -7.20038 0.515 1.829 0.083
F -19.08987 -10.64312 -8.40580 0.283 -0.588 0.053
F -20.29610 -10.98922 -6.68321 0.764 -1.264 -0.031
F -18.83692 -12.59183 -7.39098 -0.730 1.358 0.356
S -17.69492 -10.46128 -6.11771 1.389 -3.337 -1.187
O -17.69087 -11.32571 -4.94016 -0.835 2.358 -1.158
O -16.47694 -10.65655 -6.93608 -2.096 1.709 0.631
N -18.25001 -8.81732 -6.08211 2.121 -4.403 -3.823
S -18.71491 -8.59083 -4.67427 -1.660 3.659 7.623
O -20.02712 -9.02162 -4.21539 1.060 0.126 -1.469
O -17.65873 -8.73065 -3.66813 -0.705 0.177 -1.346
C -18.87724 -6.64976 -4.86459 -1.272 -3.285 -0.053
F -19.37825 -6.16729 -3.75330 0.292 0.588 0.179
F -17.70785 -6.14875 -5.17136 0.384 0.913 -0.154
F -19.77171 -6.40552 -5.86769 0.453 0.415 -0.050
```
Positions in Å, forces in eV/Å.

Properties
Spin multiplicity = 2
Net charge = 0
Molar mass = 2051.82 g/mol
LUMO energy (spin up / spin down) = -1.12 / -1.12 eV
E = -11110.6611 Ha

Mulliken atomic charge list, values in e, 5 entries: number 1, C, carries -1.065; number 2, C, carries 0.593; number 3, C, carries -0.874; number 4, O, carries -0.293; number 5, C, carries -0.850